Record 1
75
Properties=species:S:1:pos:R:3:forces:R:3:lowdin_spin:R:1 method="wB97M-V/def2-TZVPD" charge=+2 s2=8.83 homo_energy_ev="-12.80 / -13.06" spin_multiplicity=6 relative_energy_ev=0.377
Ir -0.021635 0.123837 0.015911 -0.1 -0.2 0.7 2.39
C 2.776657 -2.656000 -0.384783 -0.1 0.1 0.0 0.00
C 1.942097 -2.098647 0.733511 0.0 -0.1 0.0 0.03
C 2.531616 -1.680400 1.911875 0.1 0.1 0.0 0.02
C 1.774966 -1.275019 3.008704 0.0 0.0 0.0 0.03
C 0.398493 -1.283236 2.951674 0.0 0.0 0.1 0.02
C -0.233701 -1.701492 1.782280 0.0 -0.2 0.0 0.03
C 0.525421 -2.088564 0.656315 0.1 -0.1 0.1 0.01
H 2.502968 -2.213808 -1.340939 0.0 0.0 -0.1 0.00
H 2.630563 -3.735237 -0.468969 0.0 0.0 0.0 0.00
H 3.835242 -2.470681 -0.211331 0.0 0.0 0.0 0.00
H 3.609069 -1.710248 1.990105 0.1 0.1 0.0 0.00
H 2.273248 -0.983633 3.924779 0.0 0.0 0.0 0.00
H -0.189907 -0.999782 3.813894 0.0 0.0 0.0 0.00
H -1.301270 -1.872280 1.800619 0.0 0.1 -0.1 0.00
H 0.045457 -2.631432 -0.153678 0.0 0.1 0.0 0.01
Br -0.857606 5.162427 -1.571170 0.0 0.0 0.1 0.06
C -2.119993 3.930978 -0.981574 0.1 -0.1 0.0 0.19
C -3.453999 4.281716 -0.917468 0.0 0.0 0.0 -0.02
C -4.412726 3.347824 -0.560842 -0.1 0.0 0.0 0.23
Br -6.194730 3.881930 -0.534068 0.1 0.0 0.0 0.09
C -4.061936 1.986813 -0.249555 0.0 0.0 0.0 0.02
C -4.990813 0.975752 0.046027 0.0 0.0 0.0 0.03
C -4.545313 -0.304137 0.264714 0.0 0.0 0.0 0.00
C -3.175424 -0.560053 0.227251 0.0 0.0 0.1 0.03
N -2.281818 0.388079 -0.002751 0.3 0.1 -0.1 0.10
C -2.708723 1.636847 -0.267979 -0.1 0.0 0.0 0.06
C -1.676241 2.602267 -0.650283 -0.1 0.1 0.0 0.09
O -0.484468 2.252248 -0.709375 0.1 0.0 -0.3 0.28
H -3.755094 5.289063 -1.171070 0.0 0.0 0.0 0.00
H -6.046694 1.205996 0.080759 0.0 0.0 0.0 0.00
H -5.236754 -1.109159 0.469013 0.0 0.0 0.0 0.00
H -2.799764 -1.561776 0.394733 0.0 0.0 0.0 0.00
F 0.006469 0.322583 -7.212813 0.0 0.0 0.0 0.08
C 0.213797 0.175303 -5.935004 0.0 0.0 -0.1 0.22
C -0.879889 0.248591 -5.046453 0.0 0.0 -0.1 0.01
F -2.087672 0.466736 -5.526942 0.0 0.0 0.0 -0.01
C -0.671164 0.091943 -3.712081 0.0 0.0 0.1 0.11
F -1.692574 0.152013 -2.866950 0.1 0.0 0.0 0.03
C 0.644517 -0.141392 -3.173513 0.0 -0.1 0.0 0.13
O 0.882789 -0.293416 -1.953416 0.1 0.3 -0.2 0.36
C 1.728307 -0.211415 -4.126691 0.0 0.0 0.0 0.13
F 2.939564 -0.425244 -3.663117 -0.1 0.0 0.0 0.04
C 1.518188 -0.050724 -5.465119 0.0 0.0 -0.1 0.00
F 2.514810 -0.104026 -6.323748 -0.1 0.0 0.0 -0.01
C 3.374705 2.843646 4.835271 0.0 0.0 0.0 0.00
O 3.245849 2.885687 3.412928 -0.1 0.1 0.0 0.00
C 4.054009 2.112474 2.665514 0.0 0.0 0.2 0.00
C 4.922974 1.155797 3.188227 0.0 0.0 0.0 0.00
C 5.808300 0.476990 2.367091 -0.1 0.0 0.0 0.00
C 5.834095 0.727775 1.001270 0.0 -0.1 0.0 0.00
C 4.956285 1.653622 0.475748 -0.1 0.0 -0.2 0.00
C 4.058480 2.338009 1.287680 0.0 -0.1 -0.2 0.00
N 3.347117 3.411844 0.675766 0.0 0.0 0.0 0.01
C 2.234960 4.047735 0.941884 0.0 0.0 0.0 0.01
C 1.119828 3.688150 1.735387 0.0 -0.2 0.0 0.01
C 0.368851 4.751379 2.288109 0.1 0.1 -0.1 0.00
C -0.742290 4.527955 3.051493 -0.1 0.0 0.0 0.01
C -1.168715 3.204354 3.245472 0.0 0.0 0.0 0.00
C -0.494973 2.154125 2.671219 0.0 -0.1 -0.1 0.01
C 0.670287 2.344199 1.887787 -0.1 0.0 0.2 0.01
O 1.245378 1.331164 1.305358 0.0 0.1 -0.3 0.14
H 2.719864 3.622071 5.212206 0.0 0.0 0.0 0.00
H 4.402130 3.046399 5.138406 0.0 0.0 0.0 0.00
H 3.052991 1.878749 5.229662 0.0 0.0 0.0 0.00
H 4.934554 0.973044 4.252845 0.0 0.0 0.0 0.00
H 6.493283 -0.240488 2.800904 0.0 0.0 0.0 0.00
H 6.545083 0.223046 0.361290 0.0 0.0 0.0 0.00
H 4.974281 1.874229 -0.587493 0.0 0.0 0.0 0.00
H 3.883169 3.824420 -0.076188 0.1 0.1 0.1 0.00
H 2.170659 5.006299 0.432947 0.0 0.0 0.0 0.00
H 0.710460 5.767737 2.120584 0.0 0.0 0.0 0.00
H -1.283767 5.353053 3.492532 0.0 0.0 0.0 0.00
H -2.038303 3.011203 3.863215 0.0 0.0 0.0 0.00
H -0.827070 1.132489 2.811609 0.0 0.0 0.0 0.00

Record 2
82
Properties=species:S:1:pos:R:3:forces:R:3:lowdin_charge:R:1 method="wB97M-V/def2-TZVPD" homo_energy_ev=-7.17 relative_energy_ev=0.969
Bi -0.282675 -0.164144 -1.127056 0.2 0.4 0.6 1.64
O 0.340080 -4.379290 -1.854262 -0.1 -0.3 0.1 0.06
C 0.507644 -3.221730 -1.514723 0.2 0.1 -0.2 -0.49
N -0.003755 -2.124829 -2.119289 0.0 0.2 -0.1 -0.10
C -0.658731 -2.214744 -3.365309 -0.3 -0.2 -0.4 -0.22
C -0.594427 -3.339137 -4.185337 0.1 -0.2 -0.1 -0.02
C -1.249449 -3.384785 -5.400814 0.0 0.1 -0.1 -0.10
C -1.965484 -2.288703 -5.840028 0.1 -0.1 0.0 -0.09
C -2.009233 -1.145970 -5.065971 -0.1 0.0 -0.1 -0.02
C -1.372545 -1.091308 -3.825486 -0.3 -0.4 -0.5 -0.23
N -1.368578 0.058528 -3.035591 0.2 0.2 -0.1 -0.15
C -2.165952 1.123205 -3.269009 0.0 -0.2 -0.2 -0.53
O -3.064360 1.226054 -4.089394 -0.2 0.1 0.0 0.05
C -1.828767 2.337412 -2.455507 -0.2 0.6 -0.1 -0.24
C -2.733860 3.396780 -2.415974 0.1 -0.2 0.1 0.02
C -2.356346 4.564050 -1.780138 0.1 -0.1 0.0 -0.04
C -1.066182 4.656371 -1.275716 0.0 0.0 0.0 -0.04
C -0.235536 3.555262 -1.380792 0.2 0.5 0.2 -0.14
N -0.615901 2.411705 -1.920902 -0.1 -0.3 -0.3 0.03
C 1.413255 -3.007732 -0.310307 -0.4 -0.1 0.0 -0.54
C 2.082422 -4.246662 0.101952 0.5 -0.2 0.2 -0.04
C 3.370896 -4.237017 0.473652 -0.6 -0.3 -0.2 -0.07
C 4.098980 -2.999508 0.528794 -0.1 0.7 0.0 -0.06
C 3.461012 -1.844069 0.290007 1.0 -0.1 0.5 -0.17
N 2.142212 -1.776394 -0.132831 -0.6 0.1 -0.6 -0.31
H -0.033906 -4.199751 -3.866705 -0.1 0.0 0.0 0.10
H -1.197280 -4.283522 -5.998876 0.0 -0.1 0.0 0.10
H -2.489040 -2.317821 -6.782829 -0.1 0.0 -0.1 0.10
H -2.550859 -0.285531 -5.414453 0.0 0.0 0.0 0.09
H -3.696319 3.273344 -2.888534 0.0 0.0 0.0 0.12
H -3.040472 5.396792 -1.700609 0.0 0.0 0.0 0.11
H -0.704881 5.566020 -0.822105 0.0 0.1 0.1 0.10
H 0.788946 3.594954 -1.040624 0.0 0.1 0.1 0.10
H 1.505071 -5.152482 0.025750 0.0 -0.1 0.0 0.12
H 3.883050 -5.148105 0.735226 0.0 -0.2 0.0 0.10
H 5.151562 -3.007368 0.766236 0.1 0.1 0.1 0.10
H 3.930930 -0.876245 0.384540 0.2 0.1 -0.1 0.10
F -4.693026 -2.325340 4.686282 0.0 0.1 -0.2 0.12
C -4.253639 -1.876124 3.507398 0.1 0.1 -0.2 -0.14
C -3.205036 -2.520045 2.860150 -0.1 0.1 0.1 -0.15
F -2.635921 -3.582907 3.437116 0.0 0.0 -0.1 0.12
C -2.750233 -2.061998 1.631325 -0.2 0.3 0.0 -0.25
F -1.785798 -2.754438 1.013544 -0.2 -0.1 0.1 0.03
C -3.277244 -0.911716 1.037267 -0.3 0.1 0.3 -0.53
S -2.831896 -0.284549 -0.529599 -0.3 -0.3 -0.1 0.66
C -4.321875 -0.269769 1.723726 0.3 -0.3 0.0 -0.27
F -4.838688 0.857524 1.225851 -0.1 -0.1 0.1 0.08
C -4.827183 -0.752705 2.918437 0.1 -0.1 0.2 -0.14
F -5.835331 -0.128729 3.535391 0.1 0.0 -0.1 0.12
C 3.254362 -0.133125 -2.700745 0.0 -0.1 -0.3 -0.07
C 3.256869 0.861358 -1.608785 1.1 0.4 -0.1 -0.64
N 2.266636 1.127451 -0.843040 -0.6 -0.1 0.0 0.01
C 2.545172 2.066420 0.102028 1.2 0.5 0.0 -0.36
C 3.828887 2.542536 0.042368 -0.2 -0.3 -0.1 -0.35
S 4.705327 1.790643 -1.225517 -0.8 -0.3 0.1 1.06
C 1.524754 2.516738 1.030435 0.1 0.9 0.7 -0.39
C 1.637308 3.607250 1.850953 -0.2 -0.2 0.0 -0.36
S 0.188055 3.856663 2.729278 0.0 -0.6 -0.5 1.06
C -0.490016 2.452487 1.922094 0.0 0.8 0.7 -0.62
N 0.318283 1.889890 1.103063 -0.1 -0.6 -0.6 0.05
C -1.881025 2.029706 2.184311 -0.3 0.0 -0.1 -0.07
H 2.282838 -0.617871 -2.746992 0.0 -0.1 -0.1 0.06
H 4.019691 -0.886930 -2.516994 0.0 -0.1 -0.1 0.09
H 3.466715 0.344941 -3.656269 0.0 0.0 -0.1 0.09
H 4.295056 3.284961 0.655817 0.1 0.2 0.2 0.07
H 2.465213 4.275987 1.968504 0.2 0.1 0.0 0.07
H -2.259372 2.503925 3.085596 -0.1 0.0 0.1 0.08
H -1.925412 0.948735 2.291787 0.0 0.0 0.0 0.06
H -2.518741 2.300928 1.339239 0.0 0.0 0.0 0.08
C 3.230224 1.006288 3.504818 0.6 -0.1 0.0 -0.03
N 1.867380 0.645886 3.770889 -0.6 -0.1 0.0 -0.16
C 1.161699 1.091565 4.863069 -0.5 0.0 0.3 -0.08
C -0.038774 0.470649 4.826336 0.1 0.3 0.5 -0.09
N -0.014097 -0.331052 3.713266 0.3 -0.1 -0.1 0.03
C 1.150296 -0.234134 3.041128 0.6 0.0 -0.4 -0.19
S 0.828468 -1.878836 1.017416 0.0 -1.0 0.2 0.91
H 3.399788 2.053821 3.758937 0.0 0.0 -0.1 0.09
H 3.440400 0.843167 2.450166 0.0 0.0 0.0 0.07
H 3.914612 0.390568 4.096593 -0.1 0.1 -0.1 0.10
H 1.564637 1.806523 5.552237 0.0 0.1 0.2 0.12
H -0.880217 0.531959 5.483027 -0.2 0.0 0.2 0.11
H -0.740672 -0.971930 3.441111 -0.1 0.0 0.0 0.11

Record 3
71
Properties=species:S:1:pos:R:3:forces:R:3:lowdin_spin:R:1 method="wB97M-V/def2-TZVPD" s2=15.81 homo_energy_ev="-4.77 / -6.88" spin_multiplicity=8
Eu 0.136188 -0.307023 1.407551 -2.8 0.2 -0.6 2.88
O 2.276231 -0.163745 1.288046 1.8 0.0 -0.1 -0.01
C 2.238326 -1.423261 1.568281 0.8 -0.7 0.2 0.00
N 1.940149 -2.031668 2.663132 -0.2 0.1 0.2 0.00
C 1.885605 -1.573660 4.021403 0.0 0.1 -0.2 0.00
C 2.783101 -2.218920 4.862708 0.1 -0.1 0.1 0.00
C 2.793138 -2.008296 6.232734 0.0 0.0 -0.1 0.00
C 1.839800 -1.168316 6.780503 0.0 0.0 0.0 0.00
C 0.917099 -0.527561 5.967522 0.0 0.0 0.0 0.00
C 0.932300 -0.679652 4.575038 0.1 -0.2 0.0 0.00
N 0.113188 0.054989 3.699160 0.3 0.2 0.4 0.00
C -0.561592 1.131888 4.114373 -0.3 0.7 0.2 0.00
O -0.997807 1.433206 5.227697 0.1 -0.2 -0.2 0.00
C -0.741201 2.236461 3.044351 0.1 -0.1 0.2 0.01
C -1.467074 3.373825 3.378142 -0.1 0.1 0.0 0.00
C -1.514414 4.429572 2.484777 -0.1 0.0 0.1 0.01
C -0.814365 4.340933 1.289540 0.1 -0.1 0.0 0.00
C -0.119540 3.174593 1.032348 -0.1 0.1 0.0 0.01
N -0.097295 2.143859 1.875673 0.1 0.0 0.1 0.01
C 2.164421 -2.371124 0.380383 0.1 -0.2 0.1 0.01
C 3.267925 -3.050568 -0.117733 -0.1 0.1 0.0 0.00
C 3.068769 -3.994123 -1.106300 0.0 -0.1 -0.1 0.00
C 1.776146 -4.241756 -1.552242 0.0 0.0 0.0 0.00
C 0.739850 -3.496814 -1.019302 0.1 0.2 -0.1 0.01
N 0.920454 -2.551526 -0.091190 0.2 -0.1 0.3 0.01
H 3.477477 -2.913035 4.405288 0.0 0.0 0.0 0.00
H 3.514997 -2.516644 6.858265 0.0 0.0 0.0 0.00
H 1.797052 -1.007973 7.850853 0.0 0.0 0.0 0.00
H 0.172104 0.121726 6.399265 0.0 0.0 0.0 0.00
H -1.956062 3.398213 4.340173 0.0 0.0 0.0 0.00
H -2.075191 5.324560 2.724354 0.0 0.0 0.0 0.00
H -0.801506 5.150190 0.572204 0.0 0.0 0.0 0.00
H 0.445094 3.057571 0.113561 0.0 0.0 0.0 0.00
H 4.249368 -2.849554 0.288649 0.0 0.0 0.0 0.00
H 3.904226 -4.551610 -1.511003 0.0 0.0 0.0 0.00
H 1.568932 -4.997210 -2.297351 0.0 0.0 0.0 0.00
H -0.272760 -3.656139 -1.360119 -0.2 0.0 0.0 0.00
Cl -2.750279 0.789829 0.817887 -0.1 -0.1 -0.1 0.04
C -2.781569 1.727552 -0.671845 -0.2 0.2 0.2 0.03
C -3.824361 2.630531 -0.786130 0.1 -0.1 0.0 0.00
C -3.918843 3.401137 -1.932669 0.0 0.1 -0.1 0.02
C -2.983710 3.250827 -2.947559 0.0 0.0 0.1 0.00
C -1.953650 2.333904 -2.809806 0.1 0.0 -0.3 0.03
C -1.816746 1.558660 -1.659870 -0.1 0.1 0.3 0.07
P -0.549892 0.254479 -1.404640 0.3 -0.2 -1.7 0.26
C -1.505389 -1.078500 -2.232759 1.4 1.2 4.3 0.50
C -2.309269 -1.894549 -1.443479 -1.6 -1.8 0.5 0.07
C -3.137267 -2.849784 -2.018328 1.0 1.6 4.9 0.35
C -3.158497 -3.011691 -3.395406 -0.4 -0.9 -4.2 0.47
C -2.360926 -2.201488 -4.194890 0.8 1.0 0.0 0.05
C -1.553190 -1.234596 -3.617073 -0.7 -1.0 -5.1 0.39
C 0.804703 0.629687 -2.563386 -4.0 0.3 2.4 0.47
C 1.241658 1.938131 -2.761596 2.6 3.3 -1.3 0.16
C 2.388090 2.202890 -3.496479 -3.5 2.1 2.4 0.20
C 3.128758 1.159483 -4.031867 2.3 -0.6 -1.6 0.48
C 2.716479 -0.149087 -3.819758 -2.0 -2.2 1.2 0.10
C 1.568598 -0.413202 -3.089346 3.6 -2.8 -2.2 0.28
H -4.541000 2.723310 0.017645 0.0 0.0 0.0 0.00
H -4.726888 4.113796 -2.032111 0.0 0.0 0.0 0.00
H -3.061160 3.842351 -3.849835 0.0 0.0 0.0 0.00
H -1.237788 2.214627 -3.615083 0.0 0.0 0.0 0.00
H -2.289380 -1.799595 -0.362590 0.0 0.0 -0.1 0.00
H -3.756096 -3.474352 -1.387157 0.1 0.0 0.1 0.02
H -3.795738 -3.761547 -3.845450 0.0 0.1 0.0 0.02
H -2.375360 -2.316251 -5.270950 0.0 0.0 0.0 -0.01
H -0.947259 -0.600797 -4.252616 0.0 0.0 0.0 0.02
H 0.682307 2.768115 -2.344560 0.1 0.0 0.0 0.00
H 2.705635 3.226685 -3.645048 -0.1 0.0 0.0 0.01
H 4.025056 1.365809 -4.601425 0.0 0.0 0.0 0.03
H 3.293324 -0.973640 -4.218765 -0.1 0.0 0.0 0.00
H 1.276513 -1.444117 -2.923760 0.0 0.0 0.0 0.02